{
  "formula": "H22O11",
  "method": "ωB97M-V with the def2-TZVPD basis set",
  "homo_ev": -8.10,
  "relative_energy_kj_mol": 2343.5,
  "spin_multiplicity": 1,
  "homo_lumo_gap_ev": 7.749,
  "elements": ["O", "O", "O", "O", "O", "O", "O", "O", "O", "O", "O", "H", "H", "H", "H", "H", "H", "H", "H", "H", "H", "H", "H", "H", "H", "H", "H", "H", "H", "H", "H", "H", "H"],
  "xyz": [[1.32566, -1.60926, -1.79277], [-0.43851, -0.14764, 0.17188], [-0.09651, -1.85169, 1.66933], [1.68295, -0.30390, 1.11890], [-2.02911, 2.23350, -0.38693], [-2.34807, -0.76899, 0.25492], [2.10009, 1.48532, 0.02695], [1.00498, -1.77521, 0.07918], [-0.45727, 0.21089, 2.24450], [0.35117, 1.41813, -1.27642], [-1.91820, 0.94876, -1.73075], [0.72255, 2.29842, -1.33480], [-2.61049, 2.79673, -0.89781], [-0.78361, 0.48621, 1.38781], [0.33753, -0.62587, -0.12017], [0.50904, -2.22932, 0.76040], [-1.46885, 0.62448, -2.51124], [-2.50567, 0.23633, -1.47866], [1.69095, -0.72824, -1.71149], [2.72450, 1.33055, -0.68185], [0.17894, -2.20963, 2.51328], [1.30814, -0.97031, 0.49923], [-1.40095, -0.63060, 0.26325], [0.49268, 0.31122, 2.18303], [-0.53567, 0.56250, -0.46256], [1.37163, 0.89366, -0.16147], [-1.75824, 1.54964, -0.99945], [0.95700, -1.79679, -0.92955], [2.62976, -0.22294, 1.00387], [-2.46328, -1.66019, 0.58464], [-0.13295, -0.90563, 1.81029], [1.54493, -0.19092, 2.05934], [0.01488, 1.24079, -2.15488]],
  "forces_ev_per_angstrom": [[2.581, 2.128, -12.220], [4.521, 5.085, -3.907], [-3.854, -6.106, 7.017], [7.474, 7.568, 10.267], [-1.427, 8.092, 8.255], [-7.690, -2.207, 0.006], [2.808, 2.174, 0.313], [1.924, -8.880, -0.113], [-0.337, 3.518, 6.071], [-0.020, 1.417, -3.701], [-2.024, -10.838, -13.435], [0.050, 0.422, 0.400], [-0.100, 0.188, 0.315], [-0.392, 1.074, 0.017], [-0.910, -1.324, -1.180], [-0.108, -1.371, -0.137], [-0.016, -0.636, -0.795], [-0.790, -0.987, 0.902], [0.309, 0.107, -0.517], [0.226, 0.276, -0.377], [-0.518, -0.395, 0.589], [-0.191, -3.825, -1.581], [-1.009, -1.577, -0.077], [-1.927, 2.524, 0.539], [-0.343, 0.421, 0.081], [0.457, 0.801, -0.154], [1.944, 4.073, 4.314], [-0.934, -1.782, -1.449], [0.547, 0.347, -0.205], [-0.561, -0.165, 0.034], [-1.608, 0.598, 0.796], [1.490, -0.761, 0.178], [0.428, 0.041, -0.244]],
  "lowdin_charge": [-0.0539, -0.0334, 0.0837, 0.1197, -0.0540, -0.0196, -0.0473, 0.0568, 0.0801, -0.0469, 0.1187, 0.1261, 0.0392, 0.0378, 0.0017, -0.0776, 0.1349, 0.1278, -0.0086, 0.0749, 0.1284, -0.2812, -0.2540, 0.0486, 0.0405, 0.0062, -0.3871, -0.3109, 0.1787, 0.0486, -0.1165, 0.1383, 0.1000]
}

***

{
  "formula": "H22O11",
  "method": "ωB97M-V with the def2-TZVPD basis set",
  "homo_ev": -11.33,
  "relative_energy_kj_mol": 269.6,
  "spin_multiplicity": 1,
  "homo_lumo_gap_ev": 11.164,
  "elements": ["O", "O", "O", "O", "O", "O", "O", "O", "O", "O", "O", "H", "H", "H", "H", "H", "H", "H", "H", "H", "H", "H", "H", "H", "H", "H", "H", "H", "H", "H", "H", "H", "H"],
  "xyz": [[5.61887, 0.97063, -1.09582], [2.54341, 4.36871, 0.68581], [-4.61836, -1.99619, 3.87801], [1.16376, 0.41547, 5.76160], [0.11104, -0.58342, -0.24442], [-3.04674, 3.37795, 3.27173], [-0.52988, -3.46867, -5.13645], [-3.96865, -5.83897, -1.92189], [3.77001, -3.57202, -0.30116], [2.46606, 5.56995, -4.02339], [-5.32492, -0.52419, -0.70476], [4.33235, -2.79873, -0.34610], [6.51320, 1.25835, -0.91248], [-0.92217, -2.95653, -5.84361], [0.19486, -3.93587, -5.55202], [5.07024, 1.70912, -0.83147], [-2.82052, 4.30450, 3.35271], [1.23226, -0.04132, 4.92323], [-4.36812, -0.49865, -0.69477], [2.06831, 0.62182, 5.99708], [0.74582, 0.01858, -0.63289], [-4.47349, -5.02686, -1.96499], [3.59706, -3.79646, -1.21547], [-3.79954, -1.52951, 3.71080], [2.84089, 6.44872, -4.08261], [2.68080, 5.27663, -3.13791], [2.83331, 5.10413, 1.22558], [-3.14118, -5.63045, -2.35553], [-2.20432, 2.93205, 3.18379], [-4.59841, -2.18747, 4.81569], [1.66097, 4.17300, 1.00079], [-0.06435, -1.22453, -0.93321], [-5.56256, -0.93978, 0.12413]],
  "forces_ev_per_angstrom": [[-0.072, -0.241, -0.082], [0.154, -0.116, -0.211], [-0.163, -0.060, -0.192], [-0.204, 0.096, 0.098], [-0.140, 0.077, 0.241], [-0.182, -0.080, -0.021], [-0.056, -0.004, 0.256], [-0.059, -0.212, 0.097], [-0.086, -0.128, 0.182], [-0.105, -0.108, -0.168], [-0.128, 0.040, -0.226], [0.157, 0.242, 0.023], [0.244, 0.033, 0.026], [-0.143, 0.151, -0.158], [0.191, -0.147, -0.075], [-0.201, 0.197, 0.073], [-0.008, 0.248, 0.038], [-0.016, -0.157, -0.225], [0.248, 0.047, -0.006], [0.218, 0.055, 0.106], [0.175, 0.148, -0.083], [-0.170, 0.200, 0.011], [-0.060, -0.087, -0.212], [0.204, 0.135, -0.063], [0.076, 0.225, -0.063], [0.024, -0.125, 0.254], [0.114, 0.194, 0.129], [0.233, 0.026, -0.121], [0.190, -0.177, -0.004], [-0.040, -0.064, 0.233], [-0.244, -0.089, 0.042], [-0.043, -0.221, -0.155], [-0.111, -0.099, 0.254]],
  "lowdin_charge": [-0.0541, -0.0545, -0.0551, -0.0555, -0.0556, -0.0515, -0.0557, -0.0537, -0.0534, -0.0530, -0.0531, 0.0261, 0.0289, 0.0286, 0.0275, 0.0250, 0.0269, 0.0280, 0.0248, 0.0276, 0.0262, 0.0274, 0.0268, 0.0265, 0.0280, 0.0238, 0.0289, 0.0259, 0.0246, 0.0290, 0.0278, 0.0291, 0.0279]
}

***

{
  "formula": "H22O11",
  "method": "ωB97M-V with the def2-TZVPD basis set",
  "homo_ev": -10.15,
  "relative_energy_kj_mol": 183.1,
  "spin_multiplicity": 1,
  "homo_lumo_gap_ev": 9.224,
  "elements": ["O", "O", "O", "O", "O", "O", "O", "O", "O", "O", "O", "H", "H", "H", "H", "H", "H", "H", "H", "H", "H", "H", "H", "H", "H", "H", "H", "H", "H", "H", "H", "H", "H"],
  "xyz": [[-0.08941, -2.25794, 0.35528], [-0.31930, 2.96707, -1.87252], [2.21533, 2.71500, 0.10451], [-1.72761, 0.73750, -2.64879], [0.29303, 1.91155, 2.04409], [-2.13150, -1.42930, -1.58116], [0.33150, -0.50602, -4.40649], [-1.18111, -0.54061, 2.10746], [1.62402, -1.49291, 3.45508], [2.58375, -2.66432, 1.09290], [0.54316, 0.48382, -0.47557], [1.66837, 3.46977, -0.12674], [1.89471, -2.32334, 0.51121], [-2.43881, 0.63732, -3.28652], [-1.88725, 0.00556, -1.96655], [0.39014, -0.36866, -0.88971], [-0.71790, 3.21013, -1.03309], [1.04768, -1.01043, 2.84715], [-2.71923, -1.38026, -0.81719], [2.40786, -2.28482, 1.96699], [1.61983, 1.95402, 0.06015], [1.13468, 2.09337, 2.47950], [-1.62624, -0.75300, 2.93640], [-0.49651, -0.16974, -4.75642], [-0.80535, 2.17542, -2.15327], [-1.26901, -1.68354, -1.20949], [1.76999, -0.88128, 4.18343], [0.29989, -0.27328, -3.47523], [0.32149, 0.34671, 0.45269], [-1.50951, 0.33095, 1.86061], [-0.60517, -1.85132, 1.07933], [-0.37216, 2.03858, 2.72839], [-0.24934, -3.20600, 0.43355]],
  "forces_ev_per_angstrom": [[-0.701, -0.139, -0.138], [0.033, 0.477, 0.043], [0.284, 0.037, 0.519], [-0.114, 0.010, 0.593], [-0.293, -0.111, 0.343], [-0.157, -0.709, 0.766], [0.228, -0.326, -0.163], [-0.392, -0.038, 0.397], [-0.381, 0.230, 0.090], [0.242, -0.108, -0.053], [-0.344, -0.130, 0.189], [-0.052, -0.100, -0.222], [0.114, 0.006, 0.247], [-0.029, 0.050, -0.006], [0.140, 0.968, -1.426], [0.315, -0.095, 0.022], [-0.033, -0.031, -0.012], [-0.022, 0.051, 0.062], [0.022, -0.241, -0.007], [0.134, -0.133, -0.252], [0.145, 0.221, -0.522], [0.121, 0.164, -0.309], [0.032, -0.090, -0.014], [-0.013, 0.080, 0.089], [-0.004, -0.046, -0.026], [-0.165, -0.352, 0.168], [0.161, -0.059, 0.013], [-0.102, 0.265, -0.042], [0.097, 0.030, 0.032], [0.128, -0.002, -0.170], [0.246, 0.014, -0.259], [0.130, 0.144, 0.095], [0.231, -0.038, -0.046]],
  "lowdin_charge": [-0.0678, -0.0743, -0.0680, -0.1026, -0.0474, -0.0174, -0.0561, -0.0389, -0.0421, -0.0745, -0.0311, 0.0240, -0.0104, 0.0572, -0.0075, 0.0271, 0.0202, 0.0158, 0.0797, -0.0158, -0.0279, 0.0649, 0.0853, 0.0215, -0.0274, 0.0375, 0.0574, 0.0032, 0.0032, 0.0610, 0.0161, 0.0474, 0.0876]
}

***

{
  "formula": "H22O11",
  "method": "ωB97M-V with the def2-TZVPD basis set",
  "homo_ev": -8.37,
  "relative_energy_kj_mol": 699.5,
  "spin_multiplicity": 1,
  "homo_lumo_gap_ev": 8.465,
  "elements": ["O", "O", "O", "O", "O", "O", "O", "O", "O", "O", "O", "H", "H", "H", "H", "H", "H", "H", "H", "H", "H", "H", "H", "H", "H", "H", "H", "H", "H", "H", "H", "H", "H"],
  "xyz": [[0.48961, -3.50822, -2.91086], [-1.17515, 0.21948, 1.97637], [-2.17042, -2.95828, 1.66056], [-3.10673, -0.65794, 1.44270], [-0.07761, 0.58734, -0.30362], [3.56909, -1.28951, -0.37120], [-0.23897, -1.65670, -3.24287], [1.81357, -0.58244, -3.79742], [1.28373, 2.81586, 0.72283], [-1.39948, 5.32789, 1.09123], [0.40191, 2.10866, 2.86215], [-3.82374, -1.13008, 1.13162], [-0.41552, 2.55605, 2.61965], [2.12132, -1.11764, -3.14144], [-0.63171, 4.76498, 1.04609], [0.75526, 0.15968, -0.19812], [-0.57730, -0.38056, 2.42231], [0.62074, -1.64389, -3.50535], [2.56385, -0.33120, -4.37571], [-2.12966, -1.98702, 1.72011], [-3.29860, -0.80959, 2.40205], [-0.65586, -1.68379, -4.15170], [3.52064, -2.29448, -0.57948], [3.31295, -0.91376, -1.20852], [0.13542, 1.36188, 0.26884], [-3.00342, -3.09861, 2.20428], [0.72718, -3.44599, -1.91288], [1.48281, 2.60481, -0.22251], [2.10665, 2.54843, 1.16698], [0.24244, -4.40008, -2.95361], [0.32883, 1.86108, 3.85618], [-1.56085, 0.75902, 2.73357], [-1.21099, 6.21461, 1.54776]],
  "forces_ev_per_angstrom": [[2.831, -1.934, 3.666], [-0.101, 1.396, 2.397], [-1.374, -0.813, 1.624], [-0.557, 1.140, 2.290], [0.131, 1.510, -0.012], [-0.107, -2.961, -0.308], [-6.562, 3.294, -1.384], [0.589, 3.392, -3.705], [1.101, -0.034, -1.754], [-0.756, 2.120, 0.877], [0.413, -0.432, 3.503], [-2.697, -1.598, -2.061], [0.062, -0.007, 0.089], [1.811, -2.158, 2.778], [0.767, 0.186, 0.189], [0.935, -1.190, -0.226], [0.539, -0.029, 0.108], [2.846, -0.026, -1.031], [-0.518, -0.388, 0.645], [0.396, -0.160, -0.767], [0.570, 0.867, -0.806], [0.203, 0.182, 1.744], [0.193, 2.531, 0.752], [-0.098, 0.493, -0.427], [-0.926, -0.637, -0.258], [1.596, -0.293, -1.032], [-0.791, 0.116, -2.462], [-0.308, 0.491, 0.860], [-0.601, 0.141, 0.175], [-0.439, -2.537, -0.346], [-0.039, 0.853, -2.582], [0.788, -1.123, -1.461], [0.104, -2.392, -1.073]],
  "lowdin_charge": [-0.0832, -0.0994, -0.1052, -0.0618, -0.0604, -0.0788, -0.1016, -0.0019, -0.0900, -0.0876, -0.1081, 0.0202, 0.0315, -0.0216, -0.0062, -0.0003, 0.0518, -0.1007, 0.0956, -0.0346, 0.0841, 0.0909, 0.0917, -0.0069, 0.0016, 0.0566, 0.1129, 0.0750, 0.0636, 0.0091, 0.1029, 0.0805, 0.0801]
}

***

{
  "formula": "H22O11",
  "method": "ωB97M-V with the def2-TZVPD basis set",
  "homo_ev": -9.97,
  "relative_energy_kj_mol": 226.4,
  "spin_multiplicity": 1,
  "homo_lumo_gap_ev": 9.218,
  "elements": ["O", "O", "O", "O", "O", "O", "O", "O", "O", "O", "O", "H", "H", "H", "H", "H", "H", "H", "H", "H", "H", "H", "H", "H", "H", "H", "H", "H", "H", "H", "H", "H", "H"],
  "xyz": [[-1.94891, 1.64916, -2.14408], [-0.27463, 0.35056, 2.19174], [-1.22861, 2.79771, 2.38804], [2.11383, 0.46150, -1.91954], [2.29610, 1.59328, 0.84290], [-1.38035, -3.26361, -3.28797], [2.37946, -1.14936, 0.65926], [0.68875, 3.61757, 0.57075], [-2.01336, -1.94874, -0.87255], [-0.22146, -0.08463, -0.44559], [0.02706, -2.64470, 1.56784], [-0.59726, 3.48164, 2.11206], [-0.74452, 2.01680, 2.19959], [-0.17683, 0.14072, 0.53448], [0.36258, -0.11051, 2.74481], [1.25486, 4.22622, 0.99222], [2.10289, 0.26570, -2.84826], [2.43538, 1.25828, -0.06797], [-1.04052, -0.11597, 2.54086], [-0.86567, -2.83791, 1.74580], [-1.78244, 0.90864, -2.76358], [1.67472, -1.37768, 1.21204], [-2.20611, -3.36459, -3.69577], [0.10060, -2.59619, 0.65603], [1.20406, 2.78436, 0.51512], [2.48067, 0.77626, 1.28822], [-2.69099, -1.38435, -1.28903], [-1.54860, 1.37256, -1.33270], [3.11673, -1.68498, 0.90805], [-1.48036, -2.40985, -2.88130], [-1.03890, -0.58254, -0.63851], [1.37878, 0.00349, -1.51223], [-2.37696, -2.14884, 0.02928]],
  "forces_ev_per_angstrom": [[-0.729, -0.598, -1.489], [0.054, -1.127, 0.882], [-0.700, 1.565, 0.601], [0.710, 0.435, 0.372], [0.485, -0.152, -1.106], [1.554, 0.010, 0.406], [1.139, 1.081, -1.395], [-1.038, -0.860, -0.893], [-1.341, -0.023, 1.046], [0.050, 0.529, 0.757], [1.341, 0.240, 2.565], [-0.407, -0.173, -0.262], [0.588, -0.920, -0.169], [-0.244, -0.389, -1.521], [0.903, 0.300, -0.104], [1.178, 1.079, 0.608], [-0.039, -0.084, -0.506], [-0.052, 0.539, -0.013], [-0.808, 0.329, -0.310], [-1.574, -0.521, 0.467], [0.011, 0.812, 0.498], [-1.733, -0.814, 1.352], [-1.812, -0.638, -1.150], [0.266, 0.173, -3.059], [-0.276, 0.516, 0.323], [0.083, -0.641, 0.740], [0.000, -0.348, 0.301], [0.813, -0.132, 0.881], [0.697, -0.611, 0.252], [0.401, 0.365, 0.489], [0.807, 0.060, 0.579], [-0.643, -0.254, 0.208], [0.315, 0.254, -1.351]],
  "lowdin_charge": [-0.0506, -0.0313, -0.0784, -0.0469, -0.0507, -0.0219, 0.0030, -0.0575, -0.0563, -0.1035, 0.0144, 0.0122, -0.0653, 0.0266, 0.0859, 0.0167, 0.0357, 0.0369, 0.0910, 0.0244, 0.0388, -0.0283, 0.0064, 0.0019, -0.0060, 0.0144, 0.0839, -0.0162, 0.0619, -0.0083, -0.0127, -0.0162, 0.0961]
}

***

{
  "formula": "H22O11",
  "method": "ωB97M-V with the def2-TZVPD basis set",
  "homo_ev": -8.66,
  "relative_energy_kj_mol": 532.6,
  "spin_multiplicity": 1,
  "homo_lumo_gap_ev": 8.362,
  "elements": ["O", "O", "O", "O", "O", "O", "O", "O", "O", "O", "O", "H", "H", "H", "H", "H", "H", "H", "H", "H", "H", "H", "H", "H", "H", "H", "H", "H", "H", "H", "H", "H", "H"],
  "xyz": [[-2.09060, -0.86691, 2.34671], [1.00610, -1.88009, -2.36753], [3.48227, -0.64187, -1.46843], [-1.56874, 2.97381, -2.21413], [-2.41880, 2.23973, 1.77496], [-2.94050, -0.44118, -0.40160], [2.07569, -0.51051, 2.52384], [3.38479, -1.44147, 1.42096], [0.38542, -0.48492, 0.12811], [2.41647, 3.27178, -0.40925], [-3.40018, -2.49281, -1.22982], [-2.94000, 1.72239, 2.39922], [1.57241, -1.28814, 2.25741], [2.98543, -0.93330, -2.24123], [1.43262, 0.20679, 2.49337], [-3.63809, 0.09269, -0.79825], [-3.40284, -1.21475, -0.05981], [1.05345, -2.24640, -3.25779], [2.61070, -1.43178, 0.84677], [1.04504, -0.92673, -2.50384], [1.50109, 3.10730, -0.66225], [-1.87698, 2.32154, -1.57498], [-2.30063, 3.08893, 2.21528], [3.62773, -0.51234, 1.50278], [-1.20017, -0.87682, 2.71553], [0.02233, 0.16710, 0.73804], [-0.65868, 3.14943, -1.94967], [-2.51059, -2.83282, -1.37816], [2.70660, 3.96306, -1.01501], [-3.74922, -2.35396, -2.11745], [-2.66198, -1.01085, 3.10947], [2.88076, -0.03953, -1.01638], [0.84568, 0.04366, -0.53353]],
  "forces_ev_per_angstrom": [[-0.004, 0.023, 0.299], [0.073, 0.042, -0.308], [-0.050, 0.376, -0.260], [0.227, -0.066, 0.079], [0.073, 0.268, 0.157], [0.102, 2.244, 0.710], [-4.124, 2.788, 3.215], [3.802, -2.629, -3.184], [0.238, 0.118, -0.015], [-0.203, -0.065, -0.155], [-0.529, -2.506, -1.129], [0.119, -0.209, -0.218], [0.149, 0.235, 0.280], [0.159, -0.265, 0.176], [-0.408, 0.264, 0.492], [0.077, -0.009, 0.106], [0.302, 0.293, -0.136], [-0.049, -0.051, 0.012], [0.674, -0.055, -0.353], [-0.367, -0.118, -0.092], [0.095, 0.078, 0.121], [-0.090, -0.040, 0.073], [-0.021, -0.007, -0.076], [0.026, -0.650, -0.107], [-0.050, -0.074, 0.015], [-0.351, 0.019, -0.141], [-0.187, 0.050, -0.094], [0.037, 0.137, 0.132], [0.081, -0.048, 0.063], [-0.003, 0.012, 0.139], [0.054, -0.085, -0.021], [0.310, 0.008, 0.082], [-0.162, -0.078, 0.139]],
  "lowdin_charge": [-0.0463, -0.0461, -0.0437, -0.0483, -0.0655, -0.1019, -0.1081, -0.1043, -0.0310, -0.0491, -0.0635, 0.0234, 0.0542, 0.0106, 0.0422, 0.0345, 0.0061, 0.0537, 0.0151, 0.0250, 0.0120, 0.0265, 0.0322, 0.0571, 0.0293, 0.0351, 0.0139, 0.0642, 0.0423, 0.0612, 0.0448, 0.0074, 0.0171]
}